15
Properties=species:S:1:pos:R:3:forces:R:3 method="wB97M-V/def2-TZVPD" e_homo_ev=-9.39 e_lumo_ev=0.8 relative_energy_kcal_mol=87.5 smiles="C[C@@H]1CN1C(N)=O" fmax_ev_per_a=8.2
O 1.28624 -0.99262 1.10508 1.352 1.770 -3.525
N 0.00623 -0.85170 -0.82782 6.606 2.544 -2.496
N 2.04540 0.44805 -0.58882 3.307 0.975 -0.117
C -0.99371 -1.23788 -0.06286 -5.327 -5.603 2.777
C 1.24568 -0.50376 -0.07234 -2.526 -2.576 4.008
C -1.05203 0.11132 -0.53618 -0.838 1.428 0.410
C -0.85278 1.12495 0.59787 0.022 0.436 0.729
H 2.84782 0.91423 0.14103 -2.961 -2.308 -3.049
H -1.77516 0.26055 -1.32128 0.254 0.636 -0.368
H -1.64035 -2.10811 -0.47809 0.814 1.663 0.387
H 2.29254 0.25598 -1.62261 -0.403 0.973 2.422
H -0.89424 -1.41267 1.00431 0.399 0.221 -0.045
H -1.88516 1.15604 1.13610 1.979 -0.035 -0.489
H -0.66644 2.23182 0.23359 0.069 -2.326 0.763
H 0.03596 0.60380 1.29202 -2.748 2.202 -1.405